[1]
A cluster of 2 separate species, C10H13O3 in total, computed with the ωB97M-V functional and the def2-TZVPD basis.

Its charge is -1. The HOMO energy comes out at -3.784 eV. As for the energy above the lowest of the compared OMol25 structures with the same formula, charge and spin: 178.8 kJ/mol. As for the multiplicity: 1.

The geometry in XYZ format:
```
26
Properties=species:S:1:pos:R:3:mulliken_charge:R:1
C 1.17 1.47 -0.59 0.451
C 1.76 0.46 -1.52 -1.212
C 1.78 2.94 -0.90 0.327
O 2.03 3.18 -2.09 -0.723
O 2.01 3.64 0.11 -0.761
H 0.11 1.75 -0.81 0.056
H 1.40 1.13 0.41 -0.065
H 1.82 -0.56 -1.17 0.300
H 2.68 0.81 -2.05 0.342
H 1.13 0.26 -2.40 0.242
C -0.83 1.16 2.03 -1.282
C -0.07 -2.23 0.61 -0.857
C 0.08 -1.01 1.23 -0.283
C -1.18 -2.40 -0.23 0.959
C -0.94 -0.06 1.11 0.512
C -2.15 -1.46 -0.45 -0.737
C -2.05 -0.30 0.35 -0.277
O -1.44 -3.57 -0.95 -0.569
H 0.66 -3.02 0.72 0.276
H 1.06 -0.79 1.64 0.372
H -0.74 -4.22 -1.01 0.288
H -2.98 -1.65 -1.12 0.423
H 0.06 1.70 1.71 0.297
H -0.71 0.68 3.04 0.345
H -2.88 0.40 0.23 0.247
H -1.77 1.71 2.08 0.329
```



[2]
A structure of composition C10H14AsBaF6N8S, computed with the ωB97M-V functional and the def2-TZVPD basis.

Its charge is +2. The HOMO energy (alpha / beta) comes out at -14.949 / -14.949 eV. As for the energy above the lowest of the compared OMol25 structures with the same formula, charge and spin: 35.3 kJ/mol. Its expectation value of S² is 0.7539. As for the multiplicity: 2.

The geometry in XYZ format:
```
41
Properties=species:S:1:pos:R:3:lowdin_spin:R:1
Ba -0.28 -0.92 -0.06 0.000
N -2.30 -1.03 -2.85 0.000
C -1.06 -0.83 -3.44 0.000
N -0.99 -0.23 -4.60 0.000
C 0.26 -0.06 -5.08 0.000
N 0.40 0.54 -6.25 0.000
N 1.38 -0.46 -4.44 0.000
C 1.19 -1.01 -3.27 0.000
N -0.01 -1.23 -2.70 0.000
C 2.39 -1.37 -2.47 0.000
C 3.61 -1.57 -3.08 0.000
C 4.71 -1.87 -2.29 0.000
C 4.55 -1.94 -0.92 0.000
C 3.29 -1.73 -0.39 0.000
N 2.22 -1.46 -1.14 0.000
H -3.06 -0.70 -3.43 0.000
H -2.45 -1.99 -2.57 0.000
H -0.42 0.85 -6.75 0.000
H 1.32 0.68 -6.63 0.000
H 3.69 -1.47 -4.15 0.000
H 5.68 -2.03 -2.75 0.000
H 5.38 -2.16 -0.27 0.000
H 3.14 -1.77 0.68 0.000
F 0.72 0.83 1.65 0.000
As -0.21 2.28 1.16 0.000
F -1.61 1.11 1.23 0.000
F -0.52 2.63 2.81 0.000
F -1.25 3.48 0.59 0.000
F 0.02 1.64 -0.48 0.000
F 1.20 3.20 1.08 0.000
C -3.03 1.32 6.84 0.008
N -2.92 0.10 6.05 0.058
C -2.69 0.09 4.75 0.085
N -2.62 1.20 4.04 0.028
S -2.45 -1.45 3.96 0.814
H -3.09 1.04 7.89 0.000
H -3.92 1.88 6.57 0.004
H -2.14 1.94 6.70 0.003
H -3.06 -0.80 6.50 0.000
H -2.77 2.11 4.45 0.000
H -2.31 1.18 3.08 0.000
```



[3]
A structure of composition C10H14AuN3O5, computed with the ωB97M-V functional and the def2-TZVPD basis.

Its charge is +2. The HOMO energy (alpha / beta) comes out at -14.543 / -15.425 eV. As for the energy above the lowest of the compared OMol25 structures with the same formula, charge and spin: 434.8 kJ/mol. Its expectation value of S² is 2.0184. As for the multiplicity: 3.

The geometry in XYZ format:
```
33
Properties=species:S:1:pos:R:3:lowdin_spin:R:1
O 2.65 -0.88 1.23 0.012
C 1.67 -0.54 0.79 0.137
Au 0.02 0.00 -0.04 0.737
C -1.67 0.45 -0.86 0.146
O -2.65 0.71 -1.37 0.011
C 0.11 -1.72 -1.35 0.229
O -0.66 -1.90 -2.21 0.123
C -0.94 -1.26 1.11 0.171
O -1.47 -1.99 1.80 0.035
C 0.95 0.86 -1.44 0.138
O 1.53 1.37 -2.27 0.019
H 0.97 -2.37 -1.11 0.051
C -1.51 2.12 3.82 0.001
N -0.67 3.10 3.03 0.005
C -0.71 4.44 3.66 0.003
C 0.02 2.77 1.86 0.016
N -0.27 1.60 1.43 0.160
N 0.90 3.59 1.24 -0.002
C 1.40 4.90 1.74 0.000
C 1.53 3.27 -0.08 0.003
H -1.94 2.54 4.75 0.000
H -0.90 1.27 4.13 0.000
H -2.38 1.79 3.23 0.000
H 0.30 4.72 4.02 0.000
H -1.13 5.17 2.95 0.000
H -1.34 4.51 4.56 0.000
H -0.96 1.02 1.92 0.003
H 1.91 4.74 2.69 0.000
H 2.13 5.40 1.09 0.000
H 0.57 5.61 1.80 0.000
H 2.15 2.38 0.04 0.001
H 0.73 3.21 -0.82 0.001
H 2.23 4.05 -0.47 0.000
```



[4]
A cluster of 2 separate species, C10H14BClO3 in total, computed with the ωB97M-V functional and the def2-TZVPD basis.

The HOMO energy (alpha / beta) comes out at -7.907 / -6.555 eV. As for the energy above the lowest of the compared OMol25 structures with the same formula, charge and spin: 217.7 kJ/mol. As for the multiplicity: 1.

The geometry in XYZ format:
```
29
Properties=species:S:1:pos:R:3:mulliken_charge:R:1
B -1.07 1.29 2.10 0.564
C 1.07 0.41 -3.49 -0.187
C 0.05 1.25 -3.01 -0.980
C 1.21 -0.89 -3.07 -0.386
C -0.58 0.70 -1.92 0.226
C 0.40 -1.45 -2.09 -0.662
C -0.48 -0.53 -1.41 0.224
C 1.34 -1.14 2.52 -0.955
C -1.15 -1.07 -0.12 -0.284
C -0.11 1.89 1.10 -0.329
C 0.78 -0.93 1.18 0.092
O -2.29 1.23 1.65 -0.590
O -0.67 0.81 3.40 -0.691
O -0.31 -1.63 0.86 -0.415
Cl 1.58 2.39 1.38 -0.184
H 1.79 0.70 -4.28 0.321
H -0.04 2.23 -3.39 0.444
H 2.12 -1.49 -3.35 0.271
H -1.29 1.37 -1.32 0.316
H 0.45 -2.41 -1.76 0.543
H 1.05 -2.14 2.82 0.338
H 0.83 -0.49 3.33 0.199
H 2.38 -1.04 2.35 0.311
H -1.66 -0.24 0.40 0.074
H -1.88 -1.89 -0.40 0.369
H -0.34 2.02 0.10 0.384
H 1.34 -0.32 0.43 0.476
H -3.04 0.82 2.06 0.269
H -1.47 0.54 3.90 0.243
```



[5]
A structure of composition C10H14BF4Ir, computed with the ωB97M-V functional and the def2-TZVPD basis.

Its charge is +3. The HOMO energy (alpha / beta) comes out at -21.541 / -21.541 eV. As for the energy above the lowest of the compared OMol25 structures with the same formula, charge and spin: 83.6 kJ/mol. Its expectation value of S² is 0.7531. As for the multiplicity: 2.

The geometry in XYZ format:
```
30
Properties=species:S:1:pos:R:3:lowdin_spin:R:1
Ir 0.35 0.91 0.62 0.000
C -1.52 -2.24 0.44 0.156
C -0.80 -1.88 -0.84 0.285
C -1.16 -2.49 -2.18 0.176
C -0.17 -0.50 -0.96 0.016
C 1.25 -0.30 -0.91 0.010
C 1.81 1.01 -1.01 0.002
C 1.01 2.19 -1.17 0.000
C 1.62 3.56 -1.17 0.000
C -0.39 2.00 -1.15 0.000
C -0.97 0.69 -1.07 0.005
H -1.80 -3.29 0.49 0.002
H -2.47 -1.65 0.36 0.081
H -1.04 -1.92 1.36 0.012
H 0.00 -2.73 -0.67 0.146
H -2.12 -1.95 -2.42 0.094
H -1.41 -3.55 -2.12 0.003
H -0.50 -2.27 -3.02 0.010
H 1.92 -1.13 -0.69 0.002
H 2.88 1.12 -0.84 0.000
H 1.76 3.94 -0.15 0.000
H 0.97 4.25 -1.71 0.000
H 2.60 3.52 -1.66 0.000
H -1.04 2.86 -1.11 0.000
H -2.06 0.62 -0.98 0.000
F 0.27 0.08 2.26 0.000
B 0.25 -0.22 5.12 0.000
F 0.24 -1.51 4.85 0.000
F 1.39 0.42 5.22 0.000
F -0.88 0.45 5.13 0.000
```



[6]
A structure of composition C10H14BN7O3Zn, computed with the ωB97M-V functional and the def2-TZVPD basis.

The HOMO energy (alpha / beta) comes out at -9.145 / -7.845 eV. As for the energy above the lowest of the compared OMol25 structures with the same formula, charge and spin: 154.5 kJ/mol. As for the multiplicity: 1.

The geometry in XYZ format:
```
36
Properties=species:S:1:pos:R:3:mulliken_charge:R:1
H 0.96 3.28 1.42 0.460
N 0.53 1.69 0.03 0.193
B 0.17 0.34 -2.10 0.163
N 0.54 1.64 -1.32 -0.021
C 0.89 2.85 -1.83 -0.127
Zn 0.03 -0.30 1.12 -0.267
H 0.95 2.99 -2.90 0.429
C 1.12 3.70 -0.76 -1.021
H 1.42 4.74 -0.83 0.371
C 0.88 2.94 0.39 -0.173
H 0.23 0.48 -3.29 -0.101
C -0.55 -1.79 2.26 -0.848
H -0.57 -1.78 3.35 0.349
H 0.17 -2.55 1.92 0.253
H -1.54 -2.05 1.87 0.321
N -1.27 -0.04 -1.64 0.299
N 1.16 -0.75 -1.60 0.338
N -1.55 -0.21 -0.31 -0.352
N 1.28 -1.03 -0.26 -0.294
C -2.39 -0.24 -2.37 -0.094
C 2.01 -1.53 -2.29 -0.061
H -2.36 -0.13 -3.45 0.446
H 2.07 -1.43 -3.36 0.453
C -3.43 -0.55 -1.50 -1.025
C 2.69 -2.36 -1.38 -1.069
C -2.86 -0.54 -0.21 -0.066
C 2.19 -2.02 -0.12 0.008
H -4.45 -0.77 -1.75 0.395
H 3.43 -3.09 -1.60 0.407
H -3.34 -0.75 0.74 0.479
H 2.43 -2.44 0.85 0.506
H -0.84 0.84 3.08 0.333
O 1.01 -0.30 5.09 -0.458
N -0.04 0.13 4.69 0.864
O -1.08 0.40 5.23 -0.483
O 0.08 0.64 2.84 -0.608
```



[7]
A structure of composition C10H14BN8PdS, computed with the ωB97M-V functional and the def2-TZVPD basis.

Its charge is +3. The HOMO energy (alpha / beta) comes out at -18.931 / -16.868 eV. Its expectation value of S² is 6.0438. As for the multiplicity: 5.

The geometry in XYZ format:
```
35
Properties=species:S:1:pos:R:3:lowdin_spin:R:1
Pd -0.01 0.00 0.73 1.343
C -1.85 -3.18 -1.67 0.263
C -1.54 -2.64 -0.41 0.016
N -0.88 -1.51 -0.56 0.247
N -0.73 -1.27 -1.93 0.048
C -1.30 -2.24 -2.60 0.140
B 0.00 0.00 -2.46 0.003
N -0.73 1.27 -1.93 0.048
C -1.30 2.24 -2.61 0.140
C -1.85 3.18 -1.67 0.263
C -1.54 2.64 -0.41 0.016
N -0.88 1.51 -0.56 0.247
N 1.47 0.00 -1.91 0.048
C 2.60 0.00 -2.57 0.144
C 3.67 0.00 -1.62 0.263
C 3.04 0.00 -0.37 0.014
N 1.73 0.00 -0.54 0.255
H -2.38 -4.09 -1.89 0.010
H -1.77 -3.03 0.57 -0.003
H -1.31 -2.27 -3.69 0.004
H 0.01 0.00 -3.65 -0.001
H -1.31 2.26 -3.69 0.004
H -2.38 4.09 -1.89 0.010
H -1.77 3.03 0.57 -0.003
H 2.64 0.00 -3.65 0.004
H 4.73 0.00 -1.83 0.010
H 3.48 0.00 0.61 -0.003
N 0.02 -1.15 5.46 0.027
C 0.02 0.00 4.82 0.059
N 0.02 1.15 5.46 0.027
S -0.01 0.00 3.07 0.350
H 0.04 -1.20 6.47 0.001
H 0.02 -2.02 4.95 0.002
H 0.04 1.20 6.47 0.001
H 0.02 2.02 4.95 0.002
```



[8]
A cluster of 2 separate species, C10H14BrN2O7P in total, computed with the ωB97M-V functional and the def2-TZVPD basis.

The HOMO energy comes out at -10.271 eV. As for the energy above the lowest of the compared OMol25 structures with the same formula, charge and spin: 19.1 kJ/mol. As for the multiplicity: 1. As for the SMILES: CC[C@H](Br)NC(=O)OP(=O)(O)O.O=[N+]([O-])c1ccccc1.

The geometry in XYZ format:
```
35
Properties=species:S:1:pos:R:3:mulliken_charge:R:1
C 0.57 1.07 0.89 -1.077
C 0.09 1.85 2.12 -0.750
C -0.68 3.10 1.77 -0.194
Br -0.71 4.28 3.35 -0.199
N -2.08 2.84 1.46 -0.122
C -2.23 2.17 0.22 0.473
O -1.83 2.56 -0.83 -0.464
O -2.87 0.93 0.26 -0.205
P -4.03 0.70 1.35 0.897
O -3.61 0.45 2.71 -0.600
O -4.99 1.95 1.17 -0.503
O -4.84 -0.51 0.75 -0.522
H 1.32 0.35 1.20 0.414
H 1.00 1.74 0.15 0.418
H -0.24 0.51 0.45 0.270
H 0.96 2.16 2.68 0.487
H -0.51 1.22 2.77 0.299
H -0.17 3.68 1.01 0.424
H -2.61 3.70 1.42 0.249
H -4.91 2.49 1.98 0.369
H -5.02 -1.05 1.54 0.351
O 3.82 0.25 -1.64 -0.614
N 2.73 -0.29 -1.66 1.056
O 1.67 0.28 -1.49 -0.610
C 2.69 -1.74 -1.91 0.110
C 3.88 -2.43 -2.07 -0.408
C 3.84 -3.80 -2.27 -0.404
C 2.62 -4.46 -2.32 -0.428
C 1.44 -3.75 -2.16 -0.455
C 1.47 -2.38 -1.95 -0.312
H 4.83 -1.91 -2.03 0.446
H 4.76 -4.35 -2.40 0.370
H 2.59 -5.53 -2.48 0.376
H 0.49 -4.26 -2.20 0.375
H 0.55 -1.82 -1.83 0.483
```



no.,electronic energy (a.u.),maximum force (eV Å⁻¹)
1,-614.5932,2.51
2,-4085.9436,0.18
3,-1064.6202,8.27
4,-1100.1440,5.48
5,-916.8574,0.63
6,-2802.5253,2.62
7,-1377.3130,0.55
8,-3941.0600,1.17